# 1
Entry from the Open Molecules 2025 dataset: a cluster of 3 separate species, C14H27BrO6S2Si in total at a distorted geometry (ωB97M-V/def2-TZVPD).

HOMO: -8.33 eV
LUMO level: 0.4 eV
Multiplicity: 1
SMILES: Cc1ccc(C[SiH2]Br)cc1.CCOS(C)(=O)=O.CCOS(C)(=O)=O
Orbital gap: 8.754 eV
Relative energy (zero: lowest compared OMol25 entry of this formula, charge and spin): 429.0 kJ/mol
Calculated total energy: -126827.8462 eV
Maximum force: 4.704 eV Å⁻¹

The geometry in XYZ format:
```
51
Properties=species:S:1:pos:R:3:mulliken_charge:R:1
C 3.0525 3.0343 0.4858 0.780
C -2.7670 -4.3003 -0.5514 -0.274
O -1.5274 2.6929 -1.7730 -0.625
H -1.1055 -7.2194 1.8079 0.340
C -4.0204 4.4552 -2.6068 -0.983
H 2.4003 5.0739 -0.1626 0.191
C 3.5276 2.3947 1.8241 -0.691
H -2.0902 -3.4772 -0.7987 0.276
O -2.9042 4.2857 -0.4446 -0.274
H -3.6256 -3.8672 -0.0328 0.284
H -3.8122 -4.3254 -2.4429 0.386
H -3.1804 4.0706 -3.1888 0.300
C -3.2505 -5.0094 -1.8030 -1.017
H 4.2192 4.7956 -0.4736 0.267
H 1.9624 2.7149 -1.5486 0.338
H -4.5915 5.1292 -3.2488 0.385
C -0.3187 -6.5023 1.5775 -0.965
H 1.8860 -1.5779 2.5145 0.313
H 3.5567 5.0475 1.2813 0.294
O -0.5463 4.8766 -0.9926 -0.652
H -4.4019 5.6038 -0.8420 0.272
C 2.2781 2.1926 -0.5803 -0.577
S -1.4174 3.7472 -0.7984 1.194
H -2.4128 -5.3995 -2.3846 0.310
C 2.4111 0.0485 0.9883 0.681
H -1.8381 2.2894 1.0088 0.347
H 1.3885 -2.0011 0.7583 0.330
H -0.2628 -5.7247 2.3381 0.317
H -0.0961 2.5086 0.6874 -0.008
H 3.9015 -3.5162 0.3353 -0.138
O -2.1433 -5.2041 0.3620 -0.274
H 3.5794 0.3879 3.0079 0.195
C -1.0597 3.0135 0.7712 -0.511
S -0.6620 -5.7562 0.0102 1.123
H -4.6462 3.6001 -2.3394 0.255
C -3.5403 5.1769 -1.3609 -0.326
H 0.6391 -7.0166 1.4949 0.371
C 2.1874 -1.5022 1.4021 -0.713
Si 3.9370 -2.3281 1.1835 0.560
O -0.7784 -6.8028 -0.9704 -0.595
Br 4.8403 -2.7610 3.2717 -0.304
C 3.3606 4.5819 0.2479 -0.962
C 1.9301 0.6789 -0.3372 -0.633
H -2.8732 6.0057 -1.6153 0.312
O 0.2215 -4.6354 -0.1749 -0.547
C 3.2148 0.8979 2.0412 -0.454
H 1.3488 0.0494 -1.0855 0.339
H 4.8384 -1.3401 0.5467 -0.084
H -1.0089 3.7961 1.5272 0.320
H 4.0862 2.9768 2.6263 0.264
H -3.8864 -5.8592 -1.5428 0.263
```

# 2
Entry from the Open Molecules 2025 dataset: a structure of composition C14H27Cl2N2O2P2Pb at a distorted geometry (ωB97M-V/def2-TZVPD).

HOMO (alpha / beta): -17.28 / -17.28 eV
LUMO level (alpha / beta): -13.6 / -13.6 eV
Multiplicity: 1
Charge: +3
Orbital gap (alpha / beta): 3.715 / 3.715 eV
Relative energy (zero: lowest compared OMol25 entry of this formula, charge and spin): 45.0 kJ/mol
Calculated total energy: -70872.8278 eV
Maximum force: 5.855 eV Å⁻¹

The geometry in XYZ format:
```
50
Properties=species:S:1:pos:R:3:mulliken_charge:R:1
H -1.0873 -2.8784 0.0485 0.305
H -0.1936 -3.0120 -2.7597 0.353
H 0.0367 2.9679 1.1652 0.336
C 2.8074 -2.7792 -0.2648 -1.166
C -0.2789 3.2794 0.1637 -1.113
H 1.0873 -4.2223 -2.3062 0.520
H 3.2941 2.5243 -1.0798 0.382
H -0.2172 1.0852 4.1883 0.526
H 1.5382 -2.6777 -3.1697 0.326
H -0.5925 2.9614 -2.9353 0.385
P 0.8830 2.7308 -1.0799 0.846
Pb 1.0289 0.1262 -0.8130 0.500
H 2.9445 -3.8479 -0.4479 0.504
C -0.0689 -3.1472 0.3516 -1.077
C -1.7696 -0.5610 1.0895 -1.047
H -1.5558 0.2732 -4.3132 0.424
H 0.5053 4.3642 -2.5667 0.517
H -3.4170 -1.2100 2.2115 0.348
C -0.7198 0.5924 3.3688 -0.894
C -0.5963 0.0575 -3.8289 -0.712
H -1.2837 2.8912 -0.0438 0.358
H -2.1177 -0.9938 0.1493 0.793
H 0.1117 0.9132 -3.9284 0.180
H 0.1472 -2.7534 1.3527 0.338
O -1.9346 -0.5379 -1.8304 -0.193
H -0.0890 -0.8572 -4.2000 0.301
H -0.2252 4.3631 0.0493 0.526
H 0.9277 1.1514 2.0386 0.543
H 0.0954 -4.2240 0.2859 0.551
H 2.6352 4.2159 -1.0156 0.491
O -2.0694 0.4379 5.7355 -0.562
C 2.5524 3.1980 -0.6263 -1.229
H 2.6462 3.1439 0.4654 0.447
H -4.0768 -0.9698 5.8077 0.263
C 0.8520 -3.1657 -2.4651 -1.086
H 3.5057 -2.1653 -0.8518 0.375
N -0.5926 0.0877 1.0701 0.519
C -2.4829 -0.6689 2.2818 -0.951
N -3.6829 -0.9170 4.8884 -0.291
H -4.1369 -1.4643 4.1556 0.136
H 2.8827 -2.5122 0.7969 0.427
C -0.0544 0.6689 2.1581 -0.406
C -2.5519 -0.1651 4.7831 0.236
P 1.1235 -2.5163 -0.8234 0.734
C 0.4308 3.2841 -2.7111 -1.175
Cl 2.6372 -0.0674 -2.9675 -0.333
C -1.9362 -0.0937 3.4463 1.033
Cl 2.9113 0.3802 0.8727 -0.327
C -1.0071 -0.1853 -2.4579 0.671
H 1.1537 2.8949 -3.4381 0.370
```

# 3
Entry from the Open Molecules 2025 dataset: a structure of composition C14H27N2O4OsP at a distorted geometry (ωB97M-V/def2-TZVPD).

HOMO (alpha / beta): -22.57 / -22.61 eV
LUMO level (alpha / beta): -14.2 / -15.7 eV
Multiplicity: 5
Charge: +4
Expectation value of S²: 6.027
Orbital gap (alpha / beta): 8.324 / 6.866 eV
Relative energy (zero: lowest compared OMol25 entry of this formula, charge and spin): 60.2 kJ/mol
Calculated total energy: -37835.3066 eV
Maximum force: 1.824 eV Å⁻¹

The geometry in XYZ format:
```
49
Properties=species:S:1:pos:R:3:mulliken_spin:R:1
H -0.7235 2.9070 6.2602 -0.017
H 1.6903 3.9048 7.1521 0.141
Os 0.4927 -0.0074 0.1674 2.744
H 1.2104 -3.6795 -0.1377 0.002
H -1.5166 -1.4270 4.7468 0.000
C 3.1837 0.1137 -1.3110 0.010
C -1.0160 -0.6414 4.1990 -0.009
O 1.7767 0.3307 -1.4793 0.065
H 1.6861 2.9798 -0.7852 -0.004
C 0.2704 1.2558 2.7401 -0.020
O 1.5829 3.3139 4.1288 0.104
C -0.5800 0.5058 4.8500 0.033
H 3.6276 -0.1927 -2.2653 0.000
H 1.6201 -2.9365 -1.7070 0.005
N -0.1564 0.1477 2.1125 0.044
C -1.1400 -1.5774 -2.4302 0.002
H -2.5902 -2.0914 0.4023 0.001
H -2.1922 1.8772 -0.4792 -0.001
H -1.1278 -1.6784 2.3261 -0.009
C -0.7921 -0.7881 2.8412 -0.013
H -1.4853 -3.3964 0.9407 0.001
O -0.1707 2.1498 -0.6198 0.077
C 0.0784 1.4864 4.1060 0.002
H 3.7020 1.0194 -0.9795 0.004
H 0.6384 1.0998 -2.9979 -0.005
H 0.2605 5.6080 7.9594 -0.007
P -0.4586 -2.0190 -0.7986 0.063
C 0.7938 4.2784 6.5719 0.078
H 3.3282 -0.6931 -0.5833 0.002
H -1.5941 2.0486 -2.1638 0.002
H 0.7814 2.0269 2.1640 -0.003
C 0.8069 -3.2927 -1.0745 -0.021
H -0.7300 0.5939 5.9156 -0.003
H -2.3169 -3.5042 -0.6066 -0.001
H 2.2852 1.7797 -2.9035 0.000
H 1.3428 4.9096 5.8039 0.133
H -1.6998 3.4655 -1.1020 0.005
C -1.8332 -2.8106 0.0903 0.004
C 0.8997 2.6075 -1.4524 0.006
C 1.4239 1.4480 -2.3168 0.006
H -1.5683 -2.4840 -2.8715 0.000
H 0.3255 -4.1270 -1.5964 0.000
C 0.6809 2.7412 4.6850 -0.023
O -0.0846 4.9373 7.3349 0.307
H -1.9427 -0.8426 -2.3540 0.001
C -1.4842 2.3907 -1.1317 0.004
N 0.1761 3.2047 5.8881 0.289
H 0.5697 3.4241 -2.1023 0.000
H -0.3748 -1.2279 -3.1211 0.001
```

# 4
Entry from the Open Molecules 2025 dataset: a structure of composition C14H28BiCl2NOP2 at a distorted geometry (ωB97M-V/def2-TZVPD).

HOMO: -14.88 eV
LUMO level: -8.6 eV
Multiplicity: 1
Charge: +2
Orbital gap: 6.276 eV
Calculated total energy: -67957.3145 eV
Maximum force: 4.801 eV Å⁻¹

The geometry in XYZ format:
```
49
Properties=species:S:1:pos:R:3:mulliken_charge:R:1
H 3.1498 -3.0125 -0.8519 0.380
H -0.5204 3.2653 1.2759 0.342
C -1.3413 1.2226 4.5757 -0.719
H 0.0144 4.2601 -2.5836 0.462
C 2.0672 3.6134 -0.5901 -1.253
H 0.6824 2.7607 -3.2551 0.377
Cl 0.6520 -0.1842 -2.6975 -0.216
C -1.2488 -0.0810 2.5286 0.347
H -1.6778 3.2506 -0.0806 0.346
O -1.7727 -0.5311 -1.9579 -0.490
C -1.0920 -0.4122 -2.9818 0.837
C -0.1993 -0.8598 3.0663 0.204
C -0.4342 -3.6841 0.2532 -1.243
C 2.3445 -3.4643 -0.2520 -1.255
H -2.6162 -0.1440 -4.5995 0.344
P 0.7707 -2.6256 -0.6368 0.573
H -1.4477 -3.4515 -0.1153 0.351
H 1.1705 -2.8653 -3.0756 0.408
H -0.3633 -3.4464 1.3305 0.344
H 0.2456 -1.6568 2.4769 0.268
H 0.7026 -4.4079 -2.3526 0.477
C -1.5162 -0.1291 -4.3948 -0.981
Cl 3.8087 0.3483 1.0680 -0.433
H -1.8195 -1.0129 0.7498 0.177
H -2.0411 0.6110 0.7442 0.198
H 2.5226 -3.3360 0.8227 0.386
H -0.5452 4.6311 0.0969 0.437
H -0.5553 -3.1749 -2.6338 0.349
H 0.9771 -1.2816 4.8194 0.461
H -2.4861 1.6838 2.7831 0.462
C -1.7888 0.9910 3.2683 -0.463
H -0.1975 -4.7535 0.0855 0.442
H -1.0640 -1.0410 -4.9055 0.307
C 0.0060 3.1450 -2.4733 -1.232
C 0.2203 -0.6377 4.3836 -0.885
H 2.3171 3.6776 0.4771 0.396
H -1.0256 2.8025 -2.6627 0.316
H 1.9135 4.6310 -0.9640 0.403
Bi 1.3560 0.1634 0.8965 1.517
C 0.4951 -3.3198 -2.3340 -1.293
H -1.1030 0.8677 -4.6682 0.275
H -0.0466 0.5365 6.1699 0.400
P 0.5522 2.5965 -0.7810 0.542
H 2.8986 3.1624 -1.1519 0.366
C -0.6601 3.5342 0.2205 -1.186
N -1.4296 -0.1316 1.1003 -0.240
H 2.2599 -4.5292 -0.4901 0.435
C -0.3563 0.3946 5.1233 -0.460
H -1.7783 2.0251 5.1734 0.419
```